{"formula": "C2H7N3O2", "method": "ωB97M-V with the def2-TZVPD basis set", "species": ["C", "C", "N", "N", "N", "O", "O", "H", "H", "H", "H", "H", "H", "H"], "positions_angstrom": [[-2.69782, -1.29625, 0.43091], [2.26659, 0.48101, -0.65882], [-1.53462, -1.73164, 0.67863], [-3.75827, -0.86265, -0.06450], [2.77395, 1.89237, -0.05058], [1.46490, -0.16668, -0.10578], [-0.40344, -1.19599, 0.65543], [2.83928, 0.36203, -1.60945], [-1.55740, -2.86001, 0.95846], [-4.02067, -1.03107, -1.03944], [-4.42448, -0.29808, 0.50613], [3.44131, 2.25606, -0.71327], [3.52514, 1.84616, 0.67898], [2.08553, 2.60475, 0.33331]], "forces_ev_per_a": [[0.6076, 0.8312, 0.1567], [-0.0349, 0.0051, 0.3261], [0.3086, -3.8326, 0.5348], [-0.5322, 0.2863, 0.4100], [0.8586, 0.4090, 1.5021], [1.6450, 1.2461, -0.8190], [-1.7355, -0.0992, 0.0816], [-0.5226, -0.2624, 0.5425], [-0.0804, 2.8425, -0.4542], [0.0549, 0.0578, -0.0949], [0.3443, -0.5983, -0.3271], [-0.5194, 1.0895, -1.3434], [-1.0800, -0.9715, 0.4530], [0.6859, -1.0035, -0.9680]], "lowdin_charge": [0.0653, -0.0927, -0.0498, 0.3066, 0.2210, 0.1563, -0.0028, 0.1756, 0.3033, 0.1867, 0.2007, 0.1413, 0.1858, 0.2025], "e_homo_ha": -0.6570, "energy_ha": -394.31019, "relative_energy_ev": 2.0570, "gap_ev": 9.37, "charge": 2, "lumo_ev": -8.5}



{"formula": "C7H11IN2", "method": "ωB97M-V with the def2-TZVPD basis set", "species": ["C", "N", "C", "C", "N", "C", "I", "C", "C", "C", "H", "H", "H", "H", "H", "H", "H", "H", "H", "H", "H"], "positions_angstrom": [[-1.65292, 0.28570, -1.07992], [-0.58259, -0.29506, -0.69862], [-0.66687, -1.72686, -0.45034], [0.33795, -2.52511, -0.14551], [1.60334, -1.98484, -0.07497], [1.68734, -0.65964, -0.13967], [3.60901, 0.04129, 0.14676], [0.55807, 0.28693, -0.07862], [0.17907, 0.65419, 1.41808], [0.83251, 1.66869, -0.69419], [-1.72936, 1.32513, -1.40542], [-2.63242, -0.28870, -1.38882], [-1.66728, -2.23011, -0.54635], [0.20833, -3.57711, 0.06750], [2.41564, -2.57578, 0.23879], [1.03219, 1.20850, 1.73014], [-0.82506, 1.06538, 1.21414], [0.02762, -0.19273, 2.05936], [0.52153, 1.56446, -1.80724], [0.34672, 2.52931, -0.23155], [1.96230, 1.89672, -0.65990]], "forces_ev_per_a": [[-2.4679, -0.1620, -2.4707], [-2.0622, -3.2517, 0.6018], [-2.5923, -1.0708, -0.3767], [-0.3388, -0.0221, -0.0501], [0.6627, 1.3326, 0.5812], [3.0602, -1.2096, 1.3840], [-0.0913, -0.1065, -0.0884], [0.4362, 2.2847, 0.0931], [-0.6311, -1.6141, -1.3051], [1.7302, -0.0738, -2.7378], [0.5522, 0.0770, 0.8073], [2.2627, 0.6406, 0.9670], [0.9846, 1.0668, 0.0381], [-0.0130, 0.0120, -0.1356], [-0.8461, 0.8545, -0.7976], [-0.0722, 1.1079, 0.7398], [0.7941, 0.8085, 0.8671], [0.1117, -0.6219, 0.3271], [0.7820, 0.6744, 1.6671], [-0.2832, -0.4563, 0.0822], [-1.9783, -0.2702, -0.1937]], "lowdin_charge": [0.2255, -0.0435, 0.0246, -0.0074, 0.0710, -0.5492, 1.2998, -0.5425, 0.0777, -0.0405, 0.1419, 0.1934, 0.1742, 0.1655, 0.1914, 0.0934, 0.1252, 0.1036, 0.1384, 0.1111, 0.0466], "smiles": "C=[N+]1C=C[NH+]=C(I)C1(C)C", "e_homo_ha": -0.6593, "energy_ha": -679.79109, "relative_energy_ev": 0.0000, "gap_ev": 8.14, "charge": 2, "lumo_ev": -9.8}



{"formula": "C4H6N2", "method": "ωB97M-V with the def2-TZVPD basis set", "species": ["C", "C", "N", "C", "C", "N", "H", "H", "H", "H", "H", "H"], "positions_angstrom": [[1.28232, -0.22981, 0.57771], [-0.21625, -0.45970, 0.70146], [-1.20247, 0.63797, 0.60432], [-1.07117, -0.29924, -0.50493], [-0.47189, 0.29171, -1.68854], [-0.04825, 0.87582, -2.59310], [1.45797, 0.66590, -0.03034], [1.73589, -0.08120, 1.55955], [1.83663, -1.03974, 0.07857], [-0.68149, -0.90558, 1.56175], [-0.72187, 1.51348, 0.45511], [-1.89942, -0.96962, -0.72157]], "forces_ev_per_a": [[-0.1165, 0.1627, 0.1430], [-0.0891, 0.7097, 0.3224], [0.2052, 0.6050, 0.0503], [-0.1755, 0.0377, -0.1890], [0.3764, 0.3679, -0.8310], [-0.3276, -0.6564, 0.7662], [0.0017, -0.0868, 0.1685], [-0.0574, 0.0565, -0.0637], [-0.4937, 0.0396, 0.2033], [0.7815, -1.7885, -0.1239], [-0.1055, 0.3113, -0.6041], [0.0006, 0.2413, 0.1581]], "lowdin_charge": [-0.0488, -0.2945, 0.0502, -0.2724, -0.1921, 0.1559, 0.0752, 0.0748, 0.0867, 0.1291, 0.0977, 0.1381], "smiles": "C[C@H]1N[C@H]1C#N", "e_homo_ha": -0.3764, "energy_ha": -265.46227, "relative_energy_ev": 1.9947, "gap_ev": 11.23, "lumo_ev": 1.0}



{"formula": "C4H5NO2S", "method": "ωB97M-V with the def2-TZVPD basis set", "species": ["C", "C", "O", "C", "S", "O", "C", "N", "H", "H", "H", "H", "H"], "positions_angstrom": [[-1.14758, -1.45925, -0.01049], [-0.02983, -0.51012, -0.02746], [1.26446, -1.00960, -0.09743], [2.14746, 0.01581, -0.08518], [3.79110, 0.05779, -0.02200], [1.37607, 1.17358, -0.05624], [0.09617, 0.82960, -0.03999], [-0.80394, 1.89030, -0.14008], [-1.10741, -2.19179, -0.86033], [-1.11233, -2.06367, 0.90316], [-2.08588, -0.92512, -0.02453], [-1.77473, 1.58896, -0.05343], [-0.61357, 2.60350, 0.51401]], "forces_ev_per_a": [[0.2240, -1.1708, -0.2540], [0.1193, 1.2273, -0.2948], [1.4626, 0.1746, 0.0397], [-0.4541, 0.6439, 0.3532], [-1.2420, -0.4258, -0.1565], [2.2018, -0.3312, -0.1655], [-2.0521, -0.7669, -0.0541], [-0.5477, -1.3618, -0.5572], [-0.0720, 0.8085, 0.5733], [-0.0881, 0.0749, -0.0622], [-0.2871, 0.0753, -0.1010], [0.4604, 0.1080, -0.0862], [0.2750, 0.9439, 0.7653]], "lowdin_charge": [-0.0102, -0.2465, 0.0514, -0.8189, 0.6928, 0.0626, -0.3462, 0.1534, 0.1076, 0.0901, 0.0763, 0.1039, 0.0838], "smiles": "Cc1oc(=S)oc1N", "e_homo_ha": -0.2986, "energy_ha": -758.81952, "relative_energy_ev": 1.6489, "gap_ev": 8.63, "lumo_ev": 0.5}